[1]
C19H33F2NO14S3 | wB97M-V/def2-TZVPD

Cartesian coordinates (Å):
O -3.530 -24.018 7.216
C -4.577 -24.678 7.372
O -5.203 -25.333 6.413
C -6.117 -26.281 6.872
C -6.175 -25.953 8.392
F -5.775 -26.940 9.211
O -5.238 -24.854 8.501
H -7.031 -26.105 6.305
H -5.752 -27.278 6.625
H -7.176 -25.624 8.668
O -4.247 -27.269 14.622
C -5.290 -26.676 14.339
O -5.389 -25.399 14.258
C -6.766 -25.031 13.938
C -7.571 -26.270 14.182
F -8.510 -26.397 13.296
O -6.564 -27.208 14.147
H -7.112 -24.135 14.454
H -6.807 -24.915 12.855
H -8.069 -26.280 15.152
C -11.894 -23.167 11.401
N -10.954 -22.025 11.517
O -9.751 -22.264 11.640
O -11.395 -20.864 11.484
H -12.819 -22.982 11.947
H -11.507 -24.043 11.921
H -12.078 -23.411 10.355
O -13.436 -25.222 18.198
S -12.170 -25.761 17.664
O -11.298 -24.816 16.978
C -11.122 -26.622 18.997
C -11.516 -28.054 18.984
C -11.623 -28.517 17.451
C -12.545 -27.402 16.715
H -11.135 -26.047 19.923
H -10.148 -26.499 18.522
H -10.806 -28.691 19.511
H -12.514 -28.191 19.400
H -12.106 -29.484 17.312
H -10.670 -28.652 16.941
H -13.627 -27.532 16.709
H -12.258 -27.230 15.678
O -4.459 -22.508 19.027
S -5.876 -22.748 19.028
O -6.460 -23.976 18.561
C -6.444 -22.699 20.791
C -6.589 -21.187 21.027
C -6.819 -20.425 19.743
C -6.807 -21.275 18.427
H -5.679 -23.244 21.344
H -7.385 -23.240 20.884
H -7.403 -21.052 21.739
H -5.794 -20.672 21.567
H -6.004 -19.702 19.779
H -7.676 -19.752 19.774
H -6.239 -20.897 17.576
H -7.817 -21.623 18.209
O -3.785 -27.928 21.707
S -3.402 -29.270 21.209
O -3.998 -30.448 21.813
C -3.634 -29.382 19.342
C -2.222 -29.822 18.840
C -1.401 -30.426 20.026
C -1.548 -29.480 21.167
H -3.862 -28.374 18.994
H -4.485 -30.003 19.063
H -2.363 -30.499 17.998
H -1.631 -29.036 18.370
H -0.349 -30.517 19.756
H -1.854 -31.350 20.385
H -1.146 -28.509 20.879
H -1.420 -29.850 22.184

Forces on the atoms, in the same order (eV/Å):
-3.91 -2.09 0.69
4.05 2.12 -0.97
1.00 0.08 -2.10
-0.09 0.00 0.46
-0.06 1.05 -1.05
0.10 -0.26 -0.09
-1.10 -0.81 1.77
-0.27 -0.11 0.50
0.04 -0.09 0.37
0.23 0.11 0.44
-3.48 1.00 -1.15
1.92 -2.71 1.19
-1.02 3.02 -0.08
0.62 0.69 -0.82
1.82 1.63 3.17
-1.59 -0.92 -2.43
1.11 -2.84 -0.10
0.47 -0.15 0.06
0.06 0.53 -0.06
0.08 -0.22 0.27
-0.55 -0.85 0.69
1.10 2.03 0.27
-1.42 -0.28 -0.20
0.13 -2.16 -0.06
0.01 0.71 -0.45
0.66 0.21 -0.32
0.08 0.32 0.10
1.62 -1.08 -0.66
-0.94 -0.23 1.18
-0.48 -1.05 -0.03
-0.05 1.29 -1.61
-0.54 -1.27 -1.51
-1.56 1.48 0.09
1.80 0.48 0.72
-0.37 -0.17 -0.08
0.24 0.01 0.23
-0.05 0.08 0.07
0.05 -0.05 0.26
-0.21 0.04 0.45
0.17 0.59 0.19
0.15 -0.18 0.59
0.23 0.04 0.10
-0.06 0.25 -0.54
-1.45 -0.69 2.13
0.31 -0.30 -1.29
0.80 1.04 -1.12
-0.76 -0.70 1.83
0.51 1.62 -1.27
0.70 -0.72 1.95
0.05 0.29 0.05
0.04 0.14 -0.29
-0.41 0.01 -0.22
0.53 -0.71 -0.17
0.19 -0.03 -0.87
-0.39 -0.46 -0.02
-0.32 0.24 0.14
0.21 -0.02 -0.36
0.69 -2.11 -0.73
-0.75 1.73 -0.60
0.48 0.45 -0.18
1.18 0.89 0.67
-0.40 -0.66 -0.08
-0.42 -0.27 -0.52
-2.14 0.83 0.11
0.00 0.05 0.23
0.35 -0.36 0.37
0.11 -0.47 0.29
-0.28 0.54 0.41
-0.12 -0.41 -0.04
0.35 -0.45 -0.51
0.13 0.12 0.74
0.80 0.16 -0.17

Energy above the lowest of the compared OMol25 structures with the same formula, charge and spin   2.977 eV
Frontier orbital gap   9.80 eV
HOMO   -10.0266 eV
SMILES string   O=C1OC[C@@H](F)O1.O=C1OC[C@@H](F)O1.C[N+](=O)[O-].O=S1(=O)CCCC1.O=S1(=O)CCCC1.O=S1(=O)CCCC1
Charge   0

---

[2]
C19H33F3NO6P2SV | wB97M-V/def2-TZVPD

Cartesian coordinates (Å):
V 0.583 -1.176 -1.126
C -4.836 -0.026 -0.555
C -3.570 -0.830 -0.796
C -3.605 -2.203 -0.148
O -2.455 -0.077 -0.208
P -1.532 0.789 -1.126
O -0.627 0.001 -2.006
C -0.678 1.893 0.047
P 0.784 1.013 0.668
O 1.700 0.561 -0.393
O 1.621 1.933 1.619
C 1.215 2.751 2.740
C 0.850 4.149 2.265
C 2.408 2.785 3.688
O 0.097 -0.182 1.483
C 0.902 -1.000 2.394
C 0.621 -0.615 3.837
C 0.530 -2.460 2.192
O -2.439 1.710 -2.021
C -1.818 2.303 -3.201
C -2.388 1.621 -4.432
C -2.091 3.796 -3.168
H -5.693 -0.541 -0.978
H -4.748 0.955 -1.015
H -4.994 0.101 0.513
H -3.374 -0.933 -1.872
H -3.776 -2.117 0.921
H -2.669 -2.735 -0.321
H -4.419 -2.780 -0.581
H -1.363 2.205 0.832
H -0.320 2.761 -0.510
H 0.347 2.287 3.223
H 1.685 4.581 1.721
H 0.627 4.775 3.126
H -0.023 4.135 1.617
H 3.217 3.348 3.230
H 2.768 1.780 3.893
H 2.134 3.256 4.629
H 1.959 -0.829 2.141
H -0.436 -0.755 4.048
H 0.897 0.407 4.064
H 1.193 -1.268 4.490
H -0.506 -2.620 2.486
H 1.179 -3.081 2.802
H 0.643 -2.755 1.148
H -0.740 2.106 -3.146
H -3.471 1.712 -4.446
H -2.118 0.567 -4.427
H -1.984 2.088 -5.325
H -3.162 3.979 -3.166
H -1.654 4.261 -4.046
H -1.661 4.247 -2.276
F 1.695 -5.412 0.238
C 2.928 -4.922 0.135
F 3.267 -4.514 1.382
F 3.744 -5.930 -0.171
C 3.058 -3.765 -0.813
C 4.330 -3.306 -1.135
C 4.472 -2.145 -1.890
C 3.337 -1.421 -2.209
N 2.127 -1.856 -1.876
C 1.943 -3.053 -1.275
S 0.262 -3.430 -1.215
H 5.193 -3.852 -0.787
H 5.451 -1.801 -2.182
H 3.383 -0.472 -2.733

Forces on the atoms, in the same order (eV/Å):
-0.89 0.67 1.69
0.35 0.00 -0.09
-0.67 -0.46 -0.15
0.28 0.30 -0.17
0.41 0.51 -0.12
-1.51 1.29 0.14
-0.71 0.80 -0.67
0.46 -0.94 -0.38
-0.26 0.91 1.73
-0.06 -0.60 -0.78
-0.16 -0.23 -0.34
-0.03 0.50 0.61
0.03 -0.36 -0.06
-0.27 -0.19 -0.22
0.04 0.81 -0.48
0.45 -0.68 0.67
0.04 0.20 -0.35
0.16 0.44 -0.37
-0.04 -0.37 0.64
0.11 0.42 -0.71
0.15 -0.05 0.36
0.04 -0.37 0.17
-0.07 -0.06 -0.05
-0.09 0.07 -0.05
-0.04 -0.02 0.12
-0.02 0.03 0.16
0.00 0.04 0.13
-0.02 -0.04 0.02
-0.05 -0.05 -0.05
-0.03 -0.07 0.07
-0.01 -0.02 -0.04
0.10 -0.05 -0.07
0.08 0.08 -0.04
-0.02 0.04 0.04
-0.11 0.07 -0.05
0.09 0.06 -0.02
0.00 -0.06 0.05
-0.04 0.07 0.04
-0.22 -0.08 0.06
-0.12 0.00 0.06
0.04 0.15 0.04
0.04 -0.07 0.05
-0.08 -0.05 0.02
0.03 -0.07 0.06
-0.04 -0.11 0.23
-0.16 0.12 -0.06
-0.11 0.04 -0.01
-0.01 -0.06 -0.08
0.04 0.01 -0.11
-0.11 0.04 -0.03
0.04 0.08 -0.05
0.03 0.10 0.03
-0.05 -0.13 -0.16
-0.14 -0.07 0.35
0.16 0.11 0.11
0.24 -0.11 -0.18
0.16 0.10 0.06
-0.56 0.02 -0.02
-0.09 0.06 -0.06
0.76 -0.06 -0.03
2.74 -0.81 -1.50
0.38 -0.55 -0.13
-0.82 -1.34 -0.08
0.09 -0.05 -0.03
0.02 0.09 -0.04
0.01 -0.07 0.13

Spin multiplicity   4
Energy above the lowest of the compared OMol25 structures with the same formula, charge and spin   1.593 eV
Frontier orbital gap (alpha / beta)   7.60 / 8.49 eV
HOMO (alpha / beta)   -9.8540 / -10.9908 eV
⟨S²⟩   3.7600
Charge   +1

---

[3]
C19H34Cl10F3N2O7P2 | wB97M-V/def2-TZVPD

Cartesian coordinates (Å):
N 2.573 3.228 2.359
P 1.436 2.326 1.774
N 1.564 1.748 0.179
C 0.633 2.384 -0.768
C -0.441 1.356 -1.280
C -1.771 1.706 -0.687
F -1.809 1.843 0.679
C -2.910 1.939 -1.397
F -3.605 3.093 -1.411
F -3.464 1.028 -2.219
C 2.946 1.579 -0.325
C 3.773 0.697 0.641
C 3.075 -0.643 1.025
C 3.195 -0.906 2.513
O 4.228 -0.912 3.127
O 2.033 -1.167 3.180
C 3.705 2.917 -0.647
O 4.942 2.825 -0.547
O 3.028 3.889 -0.958
P 2.908 0.593 -1.886
O 1.999 -0.582 -1.840
O 2.559 1.566 -3.110
O 4.403 0.102 -2.211
H 2.957 2.786 3.190
H 0.215 3.010 1.714
H 1.167 1.183 2.549
H 1.144 2.847 -1.604
H 0.083 3.171 -0.254
H -0.147 0.366 -0.912
H -0.492 1.312 -2.366
H 4.054 1.254 1.531
H 4.710 0.441 0.152
H 2.025 -0.669 0.734
H 3.571 -1.487 0.541
H 1.305 -1.251 2.551
H 2.001 1.038 -3.699
H 4.480 -0.809 -1.901
Cl 9.272 3.457 2.115
C 9.180 3.567 0.333
C 8.077 2.723 -0.247
Cl 8.418 0.975 -0.071
H 10.153 3.285 -0.063
H 8.996 4.612 0.091
H 7.984 2.921 -1.313
H 7.114 2.926 0.214
Cl -6.915 3.641 -4.368
C -6.934 1.862 -4.487
C -5.579 1.292 -4.807
Cl -5.049 1.700 -6.463
H -7.669 1.586 -5.239
H -7.264 1.482 -3.521
H -5.618 0.208 -4.744
H -4.823 1.651 -4.117
Cl -5.234 -1.230 -2.646
C -5.580 -2.316 -1.273
C -4.802 -1.936 -0.042
Cl -3.058 -2.244 -0.249
H -5.353 -3.333 -1.582
H -6.650 -2.247 -1.078
H -5.131 -2.537 0.803
H -4.933 -0.888 0.214
Cl -6.327 -3.505 2.910
C -5.750 -2.579 4.323
C -6.272 -1.165 4.332
Cl -5.575 -0.176 3.024
H -4.664 -2.603 4.318
H -6.104 -3.104 5.208
H -6.002 -0.683 5.270
H -7.354 -1.142 4.229
Cl 0.024 -7.273 2.925
C 0.915 -7.009 1.402
C 1.151 -5.548 1.121
Cl -0.362 -4.683 0.743
H 0.353 -7.481 0.601
H 1.872 -7.518 1.502
H 1.801 -5.444 0.254
H 1.619 -5.048 1.965

Forces on the atoms, in the same order (eV/Å):
-0.30 -0.55 0.28
0.69 0.68 0.06
-0.04 0.93 -0.22
-0.94 -0.51 -0.01
-0.23 -1.41 1.09
-0.82 -0.50 -0.76
0.37 1.37 -0.68
0.41 0.30 0.57
-0.61 -1.23 0.86
1.04 1.31 -0.67
0.21 -0.71 -0.16
-0.05 -0.65 -0.21
-0.03 0.11 0.56
0.35 -0.16 0.12
-0.35 0.10 -0.17
0.01 -0.21 -0.05
0.92 0.33 0.53
0.40 -0.33 -0.12
-0.89 0.43 -0.28
-0.44 -0.72 0.14
0.06 0.22 -0.02
0.10 -0.11 0.21
-0.10 0.33 0.03
0.27 0.17 -0.10
-0.19 -0.33 -0.23
-0.19 -0.04 -0.02
0.20 -0.02 0.16
0.22 0.22 -0.14
0.28 0.09 -0.29
-0.16 0.11 0.02
-0.13 0.16 -0.08
0.04 0.35 0.09
0.05 0.11 -0.21
-0.07 0.03 -0.07
0.06 0.14 0.00
0.05 0.12 -0.11
0.08 0.01 -0.06
0.04 -0.01 0.01
0.04 0.05 -0.16
-0.17 0.08 0.10
0.03 -0.02 0.01
0.02 -0.05 0.07
-0.07 0.00 0.03
0.00 -0.01 -0.01
-0.06 -0.09 -0.07
-0.02 0.01 -0.02
-0.08 -0.08 0.06
0.05 -0.01 -0.03
-0.01 0.02 -0.01
0.02 0.06 -0.05
0.06 0.00 0.02
-0.05 0.02 -0.10
0.02 0.06 -0.01
-0.12 -0.23 0.01
-0.13 -0.10 0.07
0.05 -0.05 0.05
0.03 0.07 0.00
0.08 0.03 -0.06
0.01 0.07 0.05
0.00 0.02 -0.09
0.05 0.03 -0.09
-0.05 -0.04 0.08
0.06 -0.02 0.12
-0.04 0.06 0.05
-0.02 -0.02 0.01
0.01 0.01 -0.09
-0.05 0.01 -0.01
0.05 -0.03 0.01
0.00 -0.01 -0.06
-0.02 -0.01 -0.01
0.10 -0.07 -0.04
0.02 0.11 -0.06
0.01 0.00 0.04
-0.07 0.04 0.02
0.01 0.02 0.04
-0.02 -0.03 -0.03
-0.04 -0.01 0.06

Frontier orbital gap   6.91 eV
HOMO   -5.2709 eV
Charge   -1

---

Quick rundown of E, same order as above: -3245.9687; -3574.5316; -6964.9039 hartree